(1)
53
Properties=species:S:1:pos:R:3:forces:R:3 method="wB97M-V/def2-TZVPD" gap_ev=8.13 max_force_ev_per_a=0.70 homo_energy_ev=-8.69 spin_multiplicity=1 smiles="CCCC[C@H](C(=O)OCC(=O)c1ccc(OC)cc1)N1C(=O)c2ccccc2C1=O"
C -2.368 4.352 0.646 0.3 0.0 0.0
C -1.104 3.506 0.720 -0.3 -0.2 0.0
C -1.432 2.017 0.637 0.3 0.1 0.1
C -0.208 1.115 0.780 -0.3 -0.1 -0.1
C 0.731 1.153 -0.439 -0.2 0.0 0.1
C 0.037 0.565 -1.662 0.2 0.5 0.1
O -0.856 1.113 -2.251 0.0 0.0 -0.1
O 0.526 -0.630 -1.994 0.2 -0.2 0.0
C -0.106 -1.276 -3.094 -0.2 0.0 -0.6
C -1.638 -1.339 -3.000 0.4 0.0 -0.1
O -2.299 -1.321 -4.010 0.1 0.0 0.1
C -2.211 -1.426 -1.648 -0.4 -0.2 0.4
C -1.549 -2.023 -0.580 -0.2 0.1 -0.4
C -2.111 -2.036 0.683 -0.2 -0.1 0.4
C -3.346 -1.432 0.905 0.1 0.0 -0.2
O -3.966 -1.354 2.107 -0.1 0.1 -0.3
C -3.327 -1.905 3.236 0.1 -0.1 0.2
C -4.026 -0.851 -0.172 0.0 0.0 0.2
C -3.472 -0.859 -1.429 0.2 -0.1 0.0
N 1.984 0.479 -0.168 -0.3 0.3 0.0
C 2.134 -0.791 0.374 -0.1 -0.1 0.2
O 1.251 -1.501 0.782 0.1 -0.1 0.0
C 3.594 -1.055 0.357 0.6 0.2 -0.2
C 4.311 -2.153 0.785 -0.1 0.1 0.0
C 5.695 -2.117 0.640 -0.1 -0.1 0.0
C 6.330 -1.015 0.088 0.0 0.1 -0.1
C 5.606 0.093 -0.342 -0.2 0.0 0.0
C 4.235 0.055 -0.200 0.2 -0.6 0.3
C 3.197 1.048 -0.554 0.0 0.2 0.0
O 3.311 2.135 -1.059 0.1 0.0 0.0
H -2.126 5.411 0.704 -0.1 0.1 0.0
H -3.041 4.108 1.465 -0.1 0.0 0.1
H -2.888 4.169 -0.291 -0.1 0.0 -0.1
H -0.444 3.786 -0.103 0.1 0.0 0.0
H -0.580 3.713 1.657 0.1 0.0 0.0
H -2.133 1.765 1.436 -0.1 0.0 0.0
H -1.928 1.808 -0.312 -0.1 0.0 0.1
H 0.374 1.423 1.654 0.0 0.0 0.0
H -0.530 0.084 0.934 0.1 0.1 0.1
H 0.989 2.193 -0.677 -0.1 -0.3 0.0
H 0.148 -0.760 -4.026 -0.1 -0.1 0.1
H 0.304 -2.289 -3.116 0.0 0.1 0.0
H -0.588 -2.493 -0.716 0.1 0.0 0.0
H -1.565 -2.508 1.483 0.0 0.0 0.1
H -3.188 -2.985 3.131 0.0 0.0 0.0
H -3.992 -1.708 4.075 0.1 0.0 0.0
H -2.359 -1.430 3.420 0.0 0.0 0.0
H -4.986 -0.397 0.014 -0.1 0.1 0.0
H -3.984 -0.406 -2.263 -0.1 0.1 -0.1
H 3.811 -3.006 1.214 -0.1 -0.1 0.0
H 6.284 -2.962 0.964 0.1 -0.1 0.0
H 7.405 -1.017 -0.011 0.1 0.0 0.0
H 6.093 0.954 -0.772 0.1 0.1 0.0



(2)
54
Properties=species:S:1:pos:R:3:forces:R:3 method="wB97M-V/def2-TZVPD" gap_ev=7.45 max_force_ev_per_a=3.10 homo_energy_ev=-14.19 charge=+2 spin_multiplicity=1
Al -0.271 -1.195 0.584 0.7 -0.7 -0.2
Cl 0.650 -3.124 0.879 -0.8 1.1 -0.5
P -0.829 -0.584 -1.789 -0.7 -0.1 -3.0
C 0.553 -0.471 -3.027 1.2 -0.5 0.6
C 0.656 0.454 -4.082 -0.4 0.0 0.2
C 1.726 0.408 -4.983 -0.1 -0.2 0.3
C 2.716 -0.563 -4.850 -0.1 0.1 0.3
C 2.644 -1.484 -3.801 -0.2 -0.1 0.3
C 1.582 -1.434 -2.890 0.0 0.1 -0.1
C -1.664 -2.153 -2.244 0.0 -0.6 0.4
C -2.886 -2.437 -1.606 0.6 0.0 0.0
C -3.528 -3.648 -1.834 -0.2 0.0 0.1
C -2.979 -4.578 -2.717 0.4 0.0 -0.2
C -1.764 -4.306 -3.357 -0.3 0.3 0.2
C -1.120 -3.082 -3.136 0.0 -0.2 0.0
C -2.015 0.586 -2.630 -0.9 1.4 1.2
C -2.516 1.725 -1.960 0.2 -0.3 -0.3
C -3.349 2.637 -2.609 -0.3 0.4 -0.3
C -3.743 2.425 -3.929 0.1 -0.8 -0.6
C -3.307 1.270 -4.610 0.5 -0.1 0.7
C -2.443 0.372 -3.953 0.1 -0.5 -0.3
H -3.320 -1.699 -0.933 -0.1 -0.1 0.0
H -4.449 -3.875 -1.291 0.2 0.1 -0.3
H -3.487 -5.524 -2.912 0.1 0.3 0.2
H -1.301 -5.041 -4.018 -0.3 0.3 0.1
H -0.201 -2.856 -3.678 -0.3 -0.2 0.2
H -0.123 1.198 -4.232 0.3 -0.1 0.1
H 1.783 1.138 -5.788 -0.1 -0.1 0.2
H 3.565 -0.577 -5.529 -0.2 -0.1 0.1
H 3.412 -2.254 -3.690 -0.3 0.3 0.0
H 1.512 -2.186 -2.089 0.2 0.3 -0.4
H -2.251 1.906 -0.926 0.1 0.1 0.1
H -3.710 3.553 -2.119 0.3 -0.6 0.0
H -4.415 3.106 -4.467 0.4 -0.2 0.5
H -3.604 1.059 -5.649 0.1 0.2 0.7
H -2.087 -0.518 -4.492 -0.2 0.4 0.2
H 1.489 2.498 -0.749 -0.2 -1.0 0.2
H 1.639 3.182 -0.900 0.2 1.0 -0.2
C -1.477 0.092 4.598 -0.2 -0.3 -0.1
N -0.204 0.344 3.877 0.7 -0.2 0.3
C 1.036 0.512 4.491 -0.2 0.3 -0.2
C 2.162 0.597 3.755 0.9 0.2 0.5
C 2.125 0.270 2.388 -1.4 -0.3 -1.2
N 0.927 -0.142 1.821 0.1 1.5 1.0
C -0.207 0.016 2.566 0.6 -1.7 0.3
O -1.260 -0.492 1.994 0.7 0.6 -0.3
N 3.214 0.329 1.669 0.1 -0.3 -1.7
H -1.406 0.066 5.684 0.6 0.4 -0.1
H -1.746 -0.915 4.302 -0.5 0.0 0.0
H -2.217 0.829 4.281 0.1 -0.2 0.1
H 1.116 0.548 5.578 -0.6 0.3 -0.3
H 3.161 0.848 4.162 -1.0 -0.3 0.1
H 4.030 0.774 2.050 0.3 -0.1 0.1
H 3.243 0.073 0.665 -0.1 0.3 1.1



(3)
54
Properties=species:S:1:pos:R:3:forces:R:3 method="wB97M-V/def2-TZVPD" gap_ev="6.81 / 6.81" max_force_ev_per_a=0.20 homo_energy_ev="-11.01 / -11.01" charge=+1 spin_multiplicity=1
Rh -0.039 -0.424 -0.526 0.0 -0.1 0.2
C 2.835 0.496 -0.762 0.0 0.0 0.0
N 2.033 -0.735 -0.590 0.0 0.0 0.1
C 2.295 -1.655 -1.732 0.0 0.0 0.0
C 2.320 -1.428 0.672 0.0 0.0 0.0
C 3.587 -1.475 1.218 0.0 0.0 0.0
C 3.787 -2.112 2.435 0.0 0.0 0.0
C 2.712 -2.671 3.102 -0.1 0.0 0.0
C 1.438 -2.637 2.554 0.0 0.0 0.0
C 1.234 -2.041 1.312 0.0 0.0 0.0
N 0.002 -1.886 0.644 0.0 0.1 -0.1
C -1.250 -2.353 1.090 0.0 0.0 0.0
C -1.460 -3.525 1.815 0.0 0.0 0.0
C -2.745 -3.885 2.186 0.0 0.0 0.0
C -3.831 -3.099 1.833 0.0 0.0 0.0
C -3.637 -1.971 1.051 0.0 0.0 0.0
C -2.358 -1.618 0.660 0.0 0.0 0.0
N -2.115 -0.534 -0.302 0.0 -0.1 -0.1
C -2.778 0.726 0.099 0.0 0.0 0.0
C -2.618 -0.958 -1.640 0.0 0.0 0.0
H 3.889 0.257 -0.901 0.0 0.0 0.0
H 2.712 1.130 0.112 0.0 0.0 0.0
H 2.480 1.011 -1.652 0.0 0.0 0.0
H 3.356 -1.911 -1.756 0.0 0.0 0.0
H 2.016 -1.158 -2.660 0.0 0.0 0.0
H 1.709 -2.563 -1.609 0.0 0.0 0.0
H 4.422 -1.008 0.715 0.0 0.0 0.0
H 4.778 -2.149 2.866 0.0 0.0 0.0
H 2.856 -3.130 4.071 0.0 0.0 0.0
H 0.609 -3.033 3.116 0.0 0.0 0.0
H -0.628 -4.168 2.055 0.0 0.0 0.0
H -2.898 -4.795 2.751 0.0 0.0 0.0
H -4.831 -3.381 2.132 0.0 0.0 0.0
H -4.490 -1.389 0.727 0.0 0.0 0.0
H -3.861 0.599 0.117 0.0 0.0 0.0
H -2.538 1.496 -0.631 0.0 0.0 0.0
H -2.423 1.024 1.082 0.0 0.0 0.0
H -3.699 -1.104 -1.602 0.0 0.0 0.0
H -2.145 -1.898 -1.922 0.0 0.0 0.0
H -2.371 -0.188 -2.369 0.0 0.0 0.0
Br 0.008 6.011 -4.467 0.0 0.0 0.0
C 0.085 5.309 -2.718 0.0 0.0 0.0
C 0.199 6.170 -1.636 0.0 0.0 0.0
C 0.257 5.657 -0.347 0.0 0.0 0.0
C 0.200 4.289 -0.138 0.0 0.0 0.0
C 0.085 3.439 -1.233 0.0 0.0 0.0
C 0.027 3.940 -2.531 0.0 0.0 0.0
C 0.023 1.985 -1.036 0.0 0.0 0.0
O -0.085 1.155 -1.981 0.0 0.1 0.0
O 0.079 1.474 0.144 0.0 0.1 -0.1
H 0.243 7.238 -1.802 0.0 0.0 0.0
H 0.346 6.332 0.493 0.0 0.0 0.0
H 0.243 3.877 0.861 0.0 0.0 0.0
H -0.062 3.266 -3.371 0.0 0.0 0.0



(4)
65
Properties=species:S:1:pos:R:3:forces:R:3 method="wB97M-V/def2-TZVPD" gap_ev=5.15 max_force_ev_per_a=0.86 homo_energy_ev=-16.67 charge=+3 spin_multiplicity=1
Mo -0.205 -1.405 1.918 -0.3 0.7 0.5
Cl 1.985 -7.122 5.236 0.0 0.0 0.0
C 1.129 -5.757 4.751 0.1 0.0 -0.1
C 1.478 -5.073 3.647 0.0 0.0 0.0
C 0.715 -3.914 3.278 -0.1 0.0 0.0
N 0.908 -3.182 2.241 0.1 0.0 0.0
C 1.943 -3.641 1.203 0.0 -0.3 0.3
O 1.574 -4.460 0.438 0.0 0.1 -0.1
C 3.267 -3.044 1.430 0.1 0.1 -0.1
C 4.329 -3.393 0.609 -0.1 0.0 0.0
C 5.563 -2.823 0.892 0.0 0.0 0.0
C 5.662 -1.950 1.961 0.0 0.0 0.0
C 4.526 -1.666 2.722 0.0 0.0 0.0
N 3.343 -2.205 2.467 -0.1 0.0 0.0
C -0.441 -3.469 4.111 0.0 0.0 0.0
C -0.781 -4.193 5.248 0.0 -0.1 0.0
C -0.027 -5.302 5.573 -0.1 0.1 0.1
Cl -0.419 -6.165 6.935 0.0 0.0 0.0
N -1.007 -2.366 3.620 0.0 -0.2 -0.1
C -2.261 -1.889 4.177 -0.1 0.0 -0.1
O -2.977 -2.558 4.847 0.0 0.0 0.1
C -2.489 -0.487 3.776 0.1 0.0 0.1
C -3.521 0.283 4.264 0.0 0.0 0.0
C -3.560 1.622 3.893 0.0 0.0 0.0
C -2.562 2.127 3.074 0.0 0.0 0.0
C -1.562 1.281 2.618 -0.1 0.0 0.0
N -1.543 -0.007 2.965 -0.2 0.1 0.1
H 2.321 -5.387 3.047 0.0 0.0 0.0
H 4.186 -4.085 -0.210 0.0 0.0 0.0
H 6.429 -3.062 0.290 0.0 0.0 0.0
H 6.606 -1.490 2.218 0.0 0.0 0.0
H 4.583 -0.986 3.563 0.0 0.0 0.0
H -1.614 -3.917 5.873 0.0 0.0 0.0
H -4.257 -0.160 4.922 0.0 0.0 0.0
H -4.354 2.265 4.250 0.0 0.0 0.0
H -2.546 3.169 2.787 0.0 0.0 0.0
H -0.766 1.641 1.980 0.0 0.0 0.0
C 0.123 5.005 -6.300 0.0 0.0 0.0
Ge -1.418 3.829 -6.125 0.0 0.0 0.0
C -3.121 4.750 -6.235 0.0 0.0 0.0
C -1.269 2.237 -7.224 0.0 0.0 0.0
C -1.465 3.135 -4.197 0.2 -0.1 0.0
Se 0.187 2.265 -3.681 -0.2 0.2 0.0
C 1.158 3.810 -3.032 0.0 0.0 0.0
H 0.145 5.390 -7.320 0.0 0.0 0.0
H 1.068 4.481 -6.148 0.0 0.0 0.0
H 0.062 5.859 -5.625 0.0 0.0 0.0
H -3.274 5.107 -7.254 0.0 0.0 0.0
H -3.144 5.610 -5.566 0.0 0.0 0.0
H -3.943 4.079 -5.985 0.0 0.0 0.0
H -1.156 2.533 -8.267 0.0 0.0 0.0
H -2.162 1.619 -7.142 0.0 0.0 0.0
H -0.398 1.637 -6.957 0.0 0.0 0.0
H -2.237 2.367 -4.143 0.0 0.0 0.0
H -1.654 3.913 -3.458 0.0 0.0 0.0
H 1.442 4.365 -3.924 0.0 0.0 0.0
H 2.044 3.463 -2.508 0.0 0.0 0.0
H 0.514 4.398 -2.386 0.0 0.0 0.0
F -1.672 -1.112 0.815 -0.1 -0.1 -0.1
Te -0.740 1.232 -1.469 0.1 0.0 -0.3
F 0.550 -1.705 0.265 0.2 -0.2 -0.4
F -1.274 -0.088 -2.750 0.0 0.0 0.0
F -2.451 1.888 -1.706 -0.1 0.0 0.2
F -0.435 2.948 -0.610 0.1 0.0 0.0
O 0.867 -0.243 2.316 0.2 -0.1 0.1